No. 1
A cluster of 2 separate species, C5H13N2O in total, computed with wB97M-V/def2-TZVPD.

Geometry as XYZ:
```
21
Properties=species:S:1:pos:R:3
C 0.9121 -1.4193 1.3296
O -0.2903 -0.7201 1.7541
C 1.8723 -0.4674 0.6890
C 2.9865 -0.0629 1.2760
H 0.5707 -2.1772 0.6300
H 1.3432 -1.9079 2.2028
H 0.0107 0.0703 2.2208
H 1.6144 -0.1412 -0.3128
H 3.6402 0.6804 0.8521
H 3.2365 -0.4090 2.2716
C -1.5531 0.0872 -1.2974
C -1.2164 1.3780 -1.3576
N -0.8725 2.0084 -2.5683
N -2.0980 -0.5160 -0.0783
H -1.5509 -0.5472 -2.1698
H -1.2123 2.0111 -0.4821
H -0.2996 2.8269 -2.4399
H -0.4089 1.3751 -3.2055
H -2.3848 -1.5104 -0.2603
H -2.9542 -0.0015 0.2780
H -1.3457 -0.5575 0.6680
```

Properties
**Gap between HOMO and LUMO (alpha / beta)**: 3.73 / 9.39 eV
**Expectation value of S²**: 0.751
**LUMO energy (alpha / beta)**: 0.7 / 0.7 eV
**Multiplicity**: 2
**HOMO energy (alpha / beta)**: -3.018 / -8.736 eV

---

No. 2
The molecule C5H6N2O at a distorted geometry, computed with wB97M-V/def2-TZVPD.

Geometry as XYZ:
```
14
Properties=species:S:1:pos:R:3
C 0.8658 0.9254 -0.8189
C -0.0660 0.8889 -1.7724
C -1.3689 0.2563 -1.3775
C -1.4270 -0.4791 -0.2909
C -0.5064 -0.6258 0.7096
H 1.9091 0.9106 1.6064
H 1.8813 1.1965 -0.8613
H 0.1253 1.4485 -2.6521
H -2.1289 0.1302 -2.2293
H -2.2618 -1.0931 0.1107
H 0.1866 -1.2216 2.4106
N 0.7006 0.1928 0.3077
N -0.6490 -1.2350 1.7980
O 1.8679 0.0163 1.0220
```

Properties
**Gap between HOMO and LUMO**: 8.51 eV
**Structure (SMILES)**: [H]/N=c1/ccccn1O
**LUMO energy**: 0.5 eV
**Multiplicity**: 1
**HOMO energy**: -8.038 eV

---

No. 3
The molecule C3H4O2S at a distorted geometry, computed with wB97M-V/def2-TZVPD.

Geometry as XYZ:
```
10
Properties=species:S:1:pos:R:3
C -0.7283 -0.2608 -0.8158
C 0.5588 -0.2393 -1.1162
C -0.7963 -0.0454 0.6586
O 1.7813 -0.5652 1.4092
O 1.2076 1.6582 0.6641
S 0.9969 0.2607 0.5467
H -1.4234 -0.4792 -1.5548
H 1.0110 -0.0610 -2.0415
H -1.5175 0.6275 1.0240
H -1.0902 -0.8955 1.2256
```

Properties
**Gap between HOMO and LUMO**: 11.31 eV
**LUMO energy**: 0.7 eV
**Multiplicity**: 1
**HOMO energy**: -10.653 eV

---

No. 4
A cluster of 2 separate species, C2H3FO2S in total at a distorted geometry, computed with wB97M-V/def2-TZVPD.

Geometry as XYZ:
```
9
Properties=species:S:1:pos:R:3
C 0.1785 0.4473 -1.0169
C -0.2690 -1.2551 1.6474
O -0.4654 2.6931 -1.6796
O 0.7737 -0.5177 1.4319
F -0.1905 -2.5140 1.3837
S 0.5157 2.0279 -0.7839
H 0.9591 -0.1128 -0.6543
H -0.1177 0.1566 -2.0128
H -1.3845 -0.9254 1.6845
```

Properties
**Gap between HOMO and LUMO (alpha / beta)**: 8.85 / 8.85 eV
**LUMO energy (alpha / beta)**: -0.7 / -0.7 eV
**Multiplicity**: 1
**HOMO energy (alpha / beta)**: -9.496 / -9.497 eV

---

For each record above, in turn, the calculated total energy values are -382.87959 -378.75557 -665.28482 -726.42621 a.u..